C5H7O3PS2 | ωB97M-V/def2-TZVPD

Each atom is followed by the atoms it is bonded to, with distances in Å.
Geometry (Å):
1 C 0.540 -1.097 -0.183  C2 1.348, C4 1.548, S10 1.730
2 C 0.445 0.020 -0.931  C1 1.348, C5 1.486, S11 1.738
3 C 1.186 1.163 1.303  P9 1.872, S11 1.696, H12 1.087
4 C -0.370 -2.295 -0.544  C1 1.548, H13 1.221, H14 1.098, H15 1.026
5 C -0.533 0.091 -2.047  C2 1.486, H16 1.007, H17 1.041, H18 1.125
6 O -1.308 2.111 1.029  P9 1.550
7 O -0.793 0.823 3.256  P9 1.500
8 O 0.471 2.954 2.646  P9 1.497
9 P -0.340 1.780 2.193  C3 1.872, O6 1.550, O7 1.500, O8 1.497
10 S 1.644 -1.318 1.130  C1 1.730
11 S 1.400 1.359 -0.368  C2 1.738, C3 1.696
12 H 2.058 1.572 1.808  C3 1.087
13 H -0.294 -2.647 -1.711  C4 1.221
14 H -1.342 -1.787 -0.492  C4 1.098
15 H -0.334 -3.144 0.031  C4 1.026
16 H -0.562 -0.684 -2.689  C5 1.007
17 H -0.237 0.913 -2.615  C5 1.041
18 H -1.630 0.188 -1.816  C5 1.125

Properties
DFT total energy = -1558.15037 Eh
Frontier orbital gap = 5.6 eV
Molecular weight = 210.22 g mol⁻¹
Energy above the lowest of the compared OMol25 structures with the same formula, charge and spin = 48.4 kcal per mole
F_max = 4.90 eV/Å
Highest occupied orbital energy = -0.107 eV
Charge = -2

natural (NBO) population analysis, charges in e, atoms 1 to 6: -0.1181, -0.3033, -0.5319, -0.6226, -0.6182, -1.2302